The following is a quantum chemistry calculation of 2 unconnected molecules or ions with the total composition C32H42FN2O4 at a distorted geometry, from the Open Molecules 2025 dataset.

The value obtained for the calculated total energy is -47745.71692 eV. The calculation puts the HOMO-LUMO gap at 7.37 eV. The HOMO energy is -11.2990 eV. The LUMO energy is -0.1443 Eh.

```
! wB97M-V def2-TZVPD RIJCOSX def2/J DEFGRID3
* xyz 1 1
C -1.99 0.81 -2.67
N -1.21 -0.35 -2.18
C -1.08 -1.42 -3.19
C 0.25 -1.18 -4.00
C -0.15 -1.06 -5.53
C -0.13 0.37 -6.10
O 0.50 0.60 -7.02
F -0.81 1.38 -5.52
C 1.14 0.04 -3.56
C 2.45 -0.30 -4.32
N 2.53 -1.76 -4.13
C 1.36 -2.25 -3.94
C 1.31 -3.74 -3.67
C 1.13 -4.05 -2.15
C 2.43 -3.91 -1.32
C 2.41 -4.64 0.06
C 1.03 -4.69 0.80
C 1.15 -4.30 2.31
C 1.33 -2.75 2.40
C 0.54 -2.08 3.56
C -0.72 -1.33 3.10
O -1.63 -2.27 2.51
C -1.89 -1.93 1.17
H -2.34 0.72 -3.71
H -1.34 1.71 -2.64
H -2.86 1.02 -2.02
H -1.71 -0.73 -1.38
H -1.11 -2.39 -2.68
H -1.98 -1.38 -3.84
H 0.59 -1.63 -6.12
H -1.13 -1.52 -5.77
H 1.29 -0.17 -2.49
H 0.73 1.05 -3.67
H 2.58 0.09 -5.34
H 3.23 0.18 -3.71
H 3.41 -2.26 -4.16
H 0.48 -4.23 -4.21
H 2.26 -4.19 -4.02
H 0.72 -5.07 -2.01
H 0.38 -3.38 -1.69
H 2.66 -2.84 -1.15
H 3.29 -4.31 -1.89
H 2.78 -5.67 -0.05
H 3.12 -4.10 0.72
H 0.25 -4.04 0.38
H 0.71 -5.75 0.80
H 0.16 -4.51 2.77
H 1.94 -4.87 2.82
H 2.41 -2.55 2.52
H 1.00 -2.30 1.44
H 0.23 -2.87 4.26
H 1.21 -1.35 4.06
H -1.20 -0.83 3.97
H -0.42 -0.52 2.42
H -2.57 -2.67 0.70
H -2.32 -0.91 1.09
H -0.96 -1.93 0.55
C -0.64 6.76 6.38
C -0.28 5.49 6.82
C -0.27 4.43 5.94
C -0.63 4.63 4.61
C -1.01 5.90 4.17
C -1.00 6.97 5.06
C -1.44 6.12 2.77
O -1.77 7.23 2.38
C -1.46 4.96 1.84
C -1.92 5.14 0.53
C -1.93 4.06 -0.34
C -1.49 2.81 0.08
C -1.05 2.64 1.37
C -1.04 3.70 2.26
C -0.59 3.49 3.66
O -0.21 2.39 4.02
H -0.64 7.60 7.08
H -0.01 5.33 7.86
H 0.01 3.44 6.28
H -1.29 7.96 4.72
H -2.26 6.11 0.20
H -2.29 4.20 -1.36
H -1.50 1.97 -0.61
H -0.71 1.66 1.70
*
```



The following is a quantum chemistry calculation of a molecular structure, C32H42GeN4O2S2V, from the Open Molecules 2025 dataset.

The energy above the lowest of the compared OMol25 structures with the same formula, charge and spin comes out at 0.0 kcal/mol. The value obtained for the calculated total energy is -147768.07524 eV. The calculation puts the HOMO-LUMO gap (alpha / beta) at 5.69 / 6.15 eV. The HOMO energy (alpha / beta) is -15.8215 / -15.8239 eV. The LUMO energy (alpha / beta) is -0.3723 / -0.3555 Eh.

```
! wB97M-V def2-TZVPD RIJCOSX def2/J DEFGRID3
* xyz 3 3
V -0.87 0.29 -0.38
S -1.65 -1.76 -1.31
C -1.09 -2.78 -0.03
N -1.75 -3.78 0.45
C -1.13 -4.64 1.48
C 0.32 -4.83 1.15
N 0.96 -3.50 1.03
C 2.39 -3.43 1.46
C 3.17 -4.54 0.81
C 3.37 -4.52 -0.57
C 4.07 -5.55 -1.18
C 4.58 -6.59 -0.41
C 4.38 -6.61 0.97
C 3.67 -5.58 1.58
C 0.30 -2.51 0.51
S 0.97 -0.94 0.34
C -3.11 -4.20 -0.01
C -3.00 -5.53 -0.71
C -3.59 -6.65 -0.16
C -3.49 -7.88 -0.81
C -2.79 -7.97 -2.00
C -2.20 -6.85 -2.56
C -2.31 -5.62 -1.92
H -1.65 -5.60 1.45
H -1.28 -4.18 2.46
H 0.47 -5.37 0.21
H 0.84 -5.37 1.94
H 2.39 -3.51 2.55
H 2.77 -2.44 1.19
H 3.00 -3.69 -1.17
H 4.24 -5.53 -2.24
H 5.13 -7.39 -0.88
H 4.79 -7.41 1.56
H 3.53 -5.58 2.65
H -3.50 -3.41 -0.64
H -3.72 -4.27 0.89
H -4.15 -6.58 0.77
H -3.96 -8.75 -0.38
H -2.72 -8.93 -2.51
H -1.67 -6.92 -3.50
H -1.87 -4.74 -2.37
O -0.42 2.17 -0.18
N -0.70 2.72 0.99
N -1.36 1.94 1.71
O -1.72 0.77 1.22
C -1.75 2.29 3.06
C -2.94 1.75 3.54
C -3.33 2.11 4.82
C -2.55 2.98 5.57
C -1.36 3.50 5.06
C -0.95 3.15 3.78
H -3.54 1.09 2.94
H -4.25 1.72 5.23
H -2.86 3.26 6.57
H -0.75 4.17 5.65
H -0.02 3.53 3.37
C 4.42 6.85 -1.64
C 3.30 5.84 -1.42
C 2.25 6.35 -0.45
C 1.13 5.33 -0.16
Ge 0.22 4.59 -1.70
C -1.68 4.80 -2.00
C -2.02 6.27 -2.32
C -1.25 6.77 -3.54
C 0.25 6.62 -3.35
H 5.16 6.47 -2.34
H 4.93 7.08 -0.70
H 4.03 7.79 -2.04
H 3.72 4.90 -1.04
H 2.84 5.60 -2.39
H 1.82 7.29 -0.80
H 2.72 6.59 0.51
H 0.37 5.75 0.50
H 1.56 4.46 0.33
H 0.96 3.52 -2.50
H -2.20 4.48 -1.09
H -1.98 4.14 -2.81
H -1.78 6.90 -1.46
H -3.09 6.35 -2.48
H -1.47 7.82 -3.70
H -1.56 6.24 -4.44
H 0.60 7.06 -2.41
H 0.85 7.08 -4.14
H 0.60 5.56 -3.47
*
```